Here is one molecule with the formula C3H6O3 from the OMol25 dataset. Energies are from the ωB97M-V functional and the def2-TZVPD basis.

```
! RIJCOSX wB97M-V def2-TZVPD def2/J DEFGRID3
* xyz 0 1
O 0.702 0.659 -0.845
C 0.370 1.230 0.378
H 1.282 1.427 0.974
O -0.469 0.404 1.153
C -0.272 -0.295 -1.330
H 0.127 -0.789 -2.214
O -0.556 -1.310 -0.388
C -0.149 -0.980 0.931
H -0.095 2.193 0.222
H -0.660 -1.644 1.647
H -1.209 0.212 -1.618
H 0.930 -1.107 1.090
*
```

Calculated values
Kohn-Sham gap ... 10.9 eV
SMILES ... C1OCOCO1
E_HOMO ... -9.938 eV

Atom charges from the natural (NBO) analysis, given in e for atoms 1 to 6: O -0.544; C 0.232; H 0.148; O -0.544; C 0.227; H 0.177


Here is a 2-piece molecular cluster, C3H6O3 overall from the OMol25 dataset. Energies are from the ωB97M-V functional and the def2-TZVPD basis.

```
! RIJCOSX wB97M-V def2-TZVPD def2/J DEFGRID3
* xyz 0 1
H 2.042 1.345 -0.842
O -2.272 0.634 -0.234
H 1.081 -1.568 0.916
C -1.418 -0.262 0.409
C 0.012 0.110 0.027
O 2.479 0.498 -0.541
H -1.490 -0.183 1.511
C 1.191 -0.770 0.107
H -1.722 1.424 -0.397
H -1.690 -1.286 0.134
O 0.164 1.264 -0.327
H 1.622 -1.207 -0.762
*
```

Calculated values
Kohn-Sham gap (alpha / beta) ... 9.5 / 9.5 eV
E_HOMO (alpha / beta) ... -10.478 / -10.479 eV

Atom charges from the natural (NBO) analysis, given in e for atoms 1 to 6: H 0.489; O -0.704; H 0.227; C -0.153; C 0.496; O -0.768


Here is a 2-piece molecular cluster, C3H6O3 overall from the OMol25 dataset. Energies are from the ωB97M-V functional and the def2-TZVPD basis.

```
! RIJCOSX wB97M-V def2-TZVPD def2/J DEFGRID3
* xyz 0 1
H 2.102 1.230 1.101
O 0.973 1.321 -0.603
H -1.637 0.840 1.644
O 0.303 -0.243 1.180
H -0.895 -1.920 -0.674
H -1.652 -0.516 -1.481
C -0.638 -0.089 0.350
O -1.763 0.476 0.753
H 2.221 -0.213 -0.047
C 1.682 0.707 0.229
H 0.096 -0.732 -1.535
C -0.790 -0.862 -0.917
*
```

Calculated values
Kohn-Sham gap ... 9.7 eV
SMILES ... CC(=O)O.C=O
E_HOMO ... -9.188 eV

Atom charges from the natural (NBO) analysis, given in e for atoms 1 to 6: H 0.127; O -0.696; H 0.505; O -0.651; H 0.251; H 0.240


Here is one molecule with the formula C3H6O3 from the OMol25 dataset. Energies are from the ωB97M-V functional and the def2-TZVPD basis.

```
! RIJCOSX wB97M-V def2-TZVPD def2/J DEFGRID3
* xyz 0 1
H 3.231 -0.720 -0.259
O 0.005 1.126 -0.029
H 2.147 0.361 1.109
H -2.055 0.976 -0.093
H 2.412 0.747 -0.676
C 2.194 0.015 0.075
O 1.056 -0.886 -0.112
C 0.008 -0.054 -0.151
H -2.819 -0.258 1.000
O -0.950 -0.769 0.112
C -2.300 -0.075 -0.062
H -2.930 -0.464 -0.915
*
```

Calculated values
Kohn-Sham gap ... 11.7 eV
SMILES ... COC(=O)OC
E_HOMO ... -10.815 eV

Atom charges from the natural (NBO) analysis, given in e for atoms 1 to 6: H 0.171; O -0.652; H 0.202; H 0.232; H 0.204; C -0.266


Here is a 2-piece molecular cluster, C3H6O3 overall from the OMol25 dataset. Energies are from the ωB97M-V functional and the def2-TZVPD basis.

```
! RIJCOSX wB97M-V def2-TZVPD def2/J DEFGRID3
* xyz 0 1
C 0.372 1.359 -0.562
C -0.270 0.189 -1.243
H -0.069 -0.646 2.075
O 0.235 0.850 0.776
H 0.869 2.292 -0.781
H -0.164 -1.952 1.297
H -1.709 -0.117 -0.042
H 1.827 -0.400 -0.148
O -1.559 -0.229 -0.995
H -0.005 0.042 -2.289
O -0.364 -1.562 2.156
C 0.846 0.039 -0.253
*
```

Calculated values
Kohn-Sham gap ... 10.9 eV
SMILES ... O[C@H]1[C@H]2O[C@@H]12.O
E_HOMO ... -10.029 eV

Atom charges from the natural (NBO) analysis, given in e for atoms 1 to 6: C 0.008; C 0.091; H 0.482; O -0.522; H 0.223; H 0.463


Here is a 2-piece molecular cluster, C3H6O3 overall from the OMol25 dataset. Energies are from the ωB97M-V functional and the def2-TZVPD basis.

```
! RIJCOSX wB97M-V def2-TZVPD def2/J DEFGRID3
* xyz 0 1
O -2.158 -0.791 -1.555
O 0.744 -1.397 1.696
O 2.899 -1.047 1.245
H -1.055 -0.428 -0.008
C 1.865 -0.663 1.691
C -1.382 -0.061 -0.999
H -1.164 1.493 -2.426
H 1.761 0.325 2.142
H 0.057 1.479 -1.162
H 1.094 -2.286 1.509
H -1.653 2.017 -0.778
C -1.008 1.359 -1.355
*
```

Calculated values
Kohn-Sham gap ... 10.5 eV
SMILES ... CC=O.O=CO
E_HOMO ... -9.798 eV

Atom charges from the natural (NBO) analysis, given in e for atoms 1 to 6: O -0.518; O -0.677; O -0.573; H 0.104; C 0.637; C 0.436


Here is C3H6O3Pr as an isolated structure from the OMol25 dataset. Energies are from the ωB97M-V functional and the def2-TZVPD basis.

```
! RIJCOSX wB97M-V def2-TZVPD def2/J DEFGRID3
* xyz 3 3
C 1.148 -0.867 -0.374
H -2.675 0.592 0.436
C -1.603 0.478 0.646
H -0.948 1.124 -1.313
O 0.745 0.388 -0.509
C -0.896 0.245 -0.661
H -1.319 -0.536 -1.296
O 0.315 -1.731 -0.280
H -1.484 -0.365 1.337
O 2.340 -0.749 0.247
H 2.722 -1.563 0.607
Pr 2.914 1.585 0.031
H -1.259 1.400 1.129
*
```

Calculated values
<S²> ... 2.02
Kohn-Sham gap (alpha / beta) ... 3.5 / 5.3 eV
E_HOMO (alpha / beta) ... -22.916 / -22.971 eV

Atom charges from the natural (NBO) analysis, given in e for atoms 1 to 6: C 0.944; H 0.329; C -0.681; H 0.216; O -0.734; C -0.017


Here is one molecule with the formula C3H6O4 from the OMol25 dataset. Energies are from the ωB97M-V functional and the def2-TZVPD basis.

```
! RIJCOSX wB97M-V def2-TZVPD def2/J DEFGRID3
* xyz 0 1
H -0.887 -1.241 -1.706
O 0.025 -0.328 1.456
O -0.342 1.763 -0.429
C -0.637 -1.441 -0.671
H -0.031 -1.202 1.864
C 0.150 -0.458 0.090
H -1.328 -2.084 -0.136
H 0.800 0.619 -1.658
O -0.262 2.419 0.818
H 1.636 1.099 -0.107
O 0.731 -1.676 -0.404
H -0.563 1.758 1.466
C 0.707 0.772 -0.583
*
```

Calculated values
Kohn-Sham gap ... 10.9 eV
SMILES ... OOC[C@@]1(O)CO1
E_HOMO ... -10.281 eV

Atom charges from the natural (NBO) analysis, given in e for atoms 1 to 6: H 0.184; O -0.714; O -0.283; C -0.132; H 0.496; C 0.445


Here is one molecule with the formula C3H6O4S from the OMol25 dataset. Energies are from the ωB97M-V functional and the def2-TZVPD basis.

```
! RIJCOSX wB97M-V def2-TZVPD def2/J DEFGRID3
* xyz 0 1
H 0.083 0.089 2.352
H -0.388 2.471 1.126
C -0.633 1.973 0.185
C 0.064 -0.332 1.287
S 0.491 -1.603 -1.448
O -0.221 0.021 -0.996
H -0.370 -1.427 1.185
O -0.282 -2.533 -0.670
H 0.134 2.547 -0.366
H -1.682 1.914 -0.143
O 0.246 -1.513 -2.801
H 1.033 -0.803 1.107
O 1.817 -1.311 -0.941
C -0.291 0.507 0.122
*
```

Calculated values
Kohn-Sham gap ... 10.1 eV
E_HOMO ... -10.530 eV

Atom charges from the natural (NBO) analysis, given in e for atoms 1 to 6: H 0.252; H 0.244; C -0.724; C -0.832; S 2.550; O -0.587


Here is one molecule with the formula C3H6OS from the OMol25 dataset. Energies are from the ωB97M-V functional and the def2-TZVPD basis.

```
! RIJCOSX wB97M-V def2-TZVPD def2/J DEFGRID3
* xyz 0 1
H 1.948 -2.148 -0.809
C -1.372 0.776 0.168
H -2.179 0.881 -0.639
H -0.736 1.697 0.348
O 0.727 -0.518 0.033
S 3.367 -0.941 0.574
H -1.996 0.816 1.128
C 1.981 -1.106 -0.504
H -0.945 -1.455 -0.663
H 3.532 0.256 0.352
C -0.619 -0.456 -0.108
*
```

Calculated values
Kohn-Sham gap (alpha / beta) ... 7.1 / 8.7 eV
E_HOMO (alpha / beta) ... -7.158 / -7.962 eV

Atom charges from the natural (NBO) analysis, given in e for atoms 1 to 6: H 0.163; C -0.712; H 0.235; H 0.249; O -0.487; S 0.031


Here is a 2-piece molecular cluster, C3H6OS2 overall from the OMol25 dataset. Energies are from the ωB97M-V functional and the def2-TZVPD basis.

```
! RIJCOSX wB97M-V def2-TZVPD def2/J DEFGRID3
* xyz -1 2
H -0.874 -0.721 1.385
O -3.216 -1.223 0.378
H -2.242 -0.332 -1.100
S 1.812 -0.655 0.730
H 0.562 -0.967 -1.296
H 0.021 0.534 -0.469
C 0.378 -0.523 -0.319
S 0.982 2.503 -0.971
C -0.815 -1.202 0.403
H 1.465 1.894 0.123
C -2.172 -0.908 -0.152
H -0.675 -2.229 0.720
*
```

Calculated values
<S²> ... 0.76
Kohn-Sham gap (alpha / beta) ... 8.0 / 4.7 eV
E_HOMO (alpha / beta) ... -4.357 / -3.188 eV

Atom charges from the natural (NBO) analysis, given in e for atoms 1 to 6: H 0.246; O -0.566; H 0.104; S -0.262; H 0.198; H 0.249


Here is a 2-piece molecular cluster, C3H6OS4 overall from the OMol25 dataset. Energies are from the ωB97M-V functional and the def2-TZVPD basis.

```
! RIJCOSX wB97M-V def2-TZVPD def2/J DEFGRID3
* xyz 0 1
H -1.928 -0.336 0.538
S 2.151 -1.261 -0.349
S 0.055 2.622 -0.417
C -0.132 -0.095 -1.231
S -1.981 0.035 -0.833
H 0.018 -2.282 -1.091
S 2.123 0.698 0.177
H -0.642 1.341 1.682
H -0.122 -0.114 -2.330
C 0.303 -1.330 -0.554
H 0.131 0.503 2.718
H -0.154 -1.331 0.337
O -0.364 0.445 1.787
C 0.540 1.106 -0.432
*
```

Calculated values
Kohn-Sham gap ... 7.9 eV
SMILES ... S=C1SSC[C@H]1S.O
E_HOMO ... -8.281 eV

Atom charges from the natural (NBO) analysis, given in e for atoms 1 to 6: H 0.164; S 0.059; S 0.044; C -0.396; S -0.063; H 0.252


Here is one molecule with the formula C3H6S from the OMol25 dataset. Energies are from the ωB97M-V functional and the def2-TZVPD basis.

```
! RIJCOSX wB97M-V def2-TZVPD def2/J DEFGRID3
* xyz 0 1
H -1.486 1.680 0.408
C -0.051 0.035 0.546
H 2.004 -0.071 0.039
S -1.829 -0.792 -0.006
C 1.119 -0.592 -0.210
H 1.238 -1.571 0.235
H 0.041 0.029 1.636
H -0.874 1.073 -1.194
C -1.138 0.853 -0.193
H 0.975 -0.644 -1.261
*
```

Calculated values
Kohn-Sham gap ... 9.6 eV
SMILES ... C[C@H]1CS1
E_HOMO ... -8.658 eV

Atom charges from the natural (NBO) analysis, given in e for atoms 1 to 6: H 0.221; C -0.144; H 0.213; S -0.009; C -0.638; H 0.222


Here is one molecule with the formula C3H6S2 from the OMol25 dataset. Energies are from the ωB97M-V functional and the def2-TZVPD basis.

```
! RIJCOSX wB97M-V def2-TZVPD def2/J DEFGRID3
* xyz 0 1
H -0.831 -0.199 2.106
H 0.970 0.806 -0.863
H 0.007 -1.661 -0.615
H -0.077 0.863 -2.132
S 1.399 -0.715 1.268
C -0.056 -1.492 0.467
S -1.098 1.097 0.040
H -0.397 -2.283 1.012
C 0.179 1.366 -1.134
H 0.340 2.431 -1.187
C -0.436 -0.212 1.038
*
```

Calculated values
Kohn-Sham gap ... 9.3 eV
SMILES ... CS[C@H]1CS1
E_HOMO ... -8.631 eV

Atom charges from the natural (NBO) analysis, given in e for atoms 1 to 6: H 0.264; H 0.235; H 0.229; H 0.215; S 0.026; C -0.494


Here is a 2-piece molecular cluster, C3H6S2 overall from the OMol25 dataset. Energies are from the ωB97M-V functional and the def2-TZVPD basis.

```
! RIJCOSX wB97M-V def2-TZVPD def2/J DEFGRID3
* xyz 0 1
H -2.465 0.738 -1.379
H -0.557 1.869 0.268
H 2.358 -1.169 -0.252
S -2.614 0.688 -0.110
S -2.077 -1.183 0.065
C 1.260 -1.212 -0.038
C 0.483 1.398 0.258
C 0.826 0.163 0.191
H 1.138 -1.719 1.026
H 1.142 2.074 0.623
H 0.506 -1.648 -0.653
*
```

Calculated values
Kohn-Sham gap (alpha / beta) ... 5.9 / 8.9 eV
E_HOMO (alpha / beta) ... -7.341 / -8.365 eV

Atom charges from the natural (NBO) analysis, given in e for atoms 1 to 6: H 0.102; H 0.218; H 0.240; S 0.025; S -0.251; C -0.732


Here is C3H6S3 as an isolated structure from the OMol25 dataset. Energies are from the ωB97M-V functional and the def2-TZVPD basis.

```
! RIJCOSX wB97M-V def2-TZVPD def2/J DEFGRID3
* xyz 0 1
C -1.024 -1.248 0.851
S 1.377 1.158 0.367
S 0.087 -1.600 -0.683
H -0.861 1.832 -0.159
C 1.589 -0.503 -0.266
H -0.392 0.752 -1.468
H 0.178 2.583 -1.301
S 3.082 -1.048 -0.069
C -0.068 1.726 -0.796
H -1.066 -2.206 1.855
H -2.437 -1.293 0.361
H -0.465 -0.154 1.307
*
```

Calculated values
Kohn-Sham gap ... 7.9 eV
E_HOMO ... -8.587 eV

Atom charges from the natural (NBO) analysis, given in e for atoms 1 to 6: C -0.834; S 0.249; S 0.209; H 0.205; C -0.508; H 0.246


Here is C3H6S3 as an isolated structure from the OMol25 dataset. Energies are from the ωB97M-V functional and the def2-TZVPD basis.

```
! RIJCOSX wB97M-V def2-TZVPD def2/J DEFGRID3
* xyz 0 3
C -1.668 -1.145 -0.261
S -0.012 2.020 -0.374
S 2.411 0.131 -0.248
S 0.395 -0.007 1.854
H 1.673 0.266 2.298
C 0.658 0.215 0.159
H 2.636 1.538 -0.191
H -0.142 -1.351 -1.730
H -1.767 -0.788 0.725
H -1.287 1.839 -0.660
C -0.472 -1.052 -0.762
H -2.426 -1.664 -0.810
*
```

Calculated values
<S²> ... 2.01
Kohn-Sham gap (alpha / beta) ... 5.8 / 6.0 eV
E_HOMO (alpha / beta) ... -5.274 / -8.946 eV

Atom charges from the natural (NBO) analysis, given in e for atoms 1 to 6: C -0.464; S 0.202; S -0.018; S 0.068; H 0.159; C -0.669


Here is one molecule with the formula C3H6SSe from the OMol25 dataset. Energies are from the ωB97M-V functional and the def2-TZVPD basis.

```
! RIJCOSX wB97M-V def2-TZVPD def2/J DEFGRID3
* xyz 0 1
S 0.791 2.105 0.352
Se -1.169 -2.050 -0.164
C -1.188 -0.326 0.700
C 1.446 0.359 -0.104
H 1.872 -0.222 0.792
H -0.378 0.777 -1.359
H -0.620 -1.465 -1.362
H -0.788 -0.341 1.665
H 2.221 0.489 -0.924
H -2.204 0.023 0.709
C 0.018 0.651 -0.305
*
```

Calculated values
Kohn-Sham gap ... 9.4 eV
SMILES ... [SeH]C[C@@H]1CS1
E_HOMO ... -8.714 eV

Atom charges from the natural (NBO) analysis, given in e for atoms 1 to 6: S 0.087; Se 0.053; C -0.535; C -0.463; H 0.245; H 0.233


Here is one molecule with the formula C3H6Si from the OMol25 dataset. Energies are from the ωB97M-V functional and the def2-TZVPD basis.

```
! RIJCOSX wB97M-V def2-TZVPD def2/J DEFGRID3
* xyz 0 1
C -1.397 -0.157 0.798
Si 1.492 0.061 -0.134
C -0.282 -0.347 -0.300
H -2.092 1.209 -1.039
H 1.881 -0.995 0.750
H -0.352 -1.349 -0.889
H 1.923 1.179 0.701
H -1.581 -0.071 1.914
H 1.929 -0.105 -1.485
C -1.521 0.576 -0.316
*
```

Calculated values
Kohn-Sham gap ... 10.1 eV
SMILES ... [SiH3]C1C=C1
E_HOMO ... -9.017 eV

Atom charges from the natural (NBO) analysis, given in e for atoms 1 to 6: C -0.189; Si 0.894; C -0.701; H 0.238; H -0.180; H 0.204


Here is C3H7AgF2NOPt as an isolated structure from the OMol25 dataset. Energies are from the ωB97M-V functional and the def2-TZVPD basis.

```
! RIJCOSX wB97M-V def2-TZVPD def2/J DEFGRID3
* xyz 1 3
Ag 5.050 -25.864 10.796
C -2.193 -27.924 11.678
H -0.009 -26.326 11.951
C 0.164 -27.376 12.183
H -2.367 -27.535 12.680
H -2.344 -27.143 10.929
H 0.035 -27.449 13.284
H 0.735 -29.620 10.997
F 5.159 -23.746 11.674
F 3.246 -25.710 12.319
C -0.344 -29.454 10.959
H -2.795 -28.802 11.473
Pt 3.501 -23.727 12.994
O -1.139 -30.136 10.406
H 1.209 -27.673 12.098
N -0.779 -28.296 11.642
*
```

Calculated values
<S²> ... 2.05
Kohn-Sham gap (alpha / beta) ... 7.3 / 2.4 eV
E_HOMO (alpha / beta) ... -11.236 / -10.899 eV

Atom charges from the natural (NBO) analysis, given in e for atoms 1 to 6: Ag 0.954; C -0.456; H 0.289; C -0.487; H 0.258; H 0.275